(1)
The following is a quantum chemistry calculation of 2 unconnected molecules or ions with the total composition C6H17NO in a non-equilibrium geometry, from OMol25.

Structure (ORCA input):
```
! wB97M-V def2-TZVPD RIJCOSX def2/J DEFGRID3
* xyz -1 2
C 2.582 -1.749 0.471
C 1.792 -2.772 -0.326
C 0.893 -2.158 -1.405
C -0.059 -1.033 -1.014
C 0.506 0.386 -1.038
C -0.426 1.450 -0.414
N -1.209 1.011 0.696
H 3.282 -1.211 -0.184
H 3.226 -2.184 1.235
H 2.053 -0.974 1.018
H 1.194 -3.424 0.315
H 2.546 -3.303 -0.905
H 0.271 -2.999 -1.732
H 1.561 -1.963 -2.247
H -0.980 -1.132 -1.593
H -0.431 -1.255 -0.017
H 0.813 0.674 -2.046
H 1.491 0.268 -0.582
H 0.163 2.363 -0.284
H -1.060 1.713 -1.274
H -0.974 1.486 1.556
H -2.204 1.021 0.554
H -2.565 4.340 2.627
H -3.767 4.358 1.735
O -3.354 3.798 2.421
*
```

Properties
Energy relative to the best compared isomer or geometry (same formula, charge and spin): 45.7 kJ/mol
DFT total energy: -10033.6686 eV
Lowest unoccupied orbital energy (spin up / spin down): 3.15 / 3.12 eV
⟨S²⟩: 0.75

(2)
The following is a quantum chemistry calculation of 2 unconnected molecules or ions with the total composition C6H17NO in a non-equilibrium geometry, from OMol25.

Structure (ORCA input):
```
! wB97M-V def2-TZVPD RIJCOSX def2/J DEFGRID3
* xyz 0 1
C 0.682 -0.557 2.363
C 1.219 0.099 1.066
N 0.370 -0.101 -0.112
C 0.934 0.568 -1.276
C -0.134 0.901 -2.298
C -0.117 -1.471 -0.311
C -1.558 -1.695 0.128
H 1.479 -1.037 2.938
H -0.067 -1.332 2.166
H 0.146 0.157 2.989
H 1.171 1.155 1.289
H 2.224 -0.291 0.906
H 1.877 0.188 -1.713
H 1.272 1.531 -0.888
H -0.647 0.170 -2.907
H 0.375 1.543 -3.030
H -0.912 1.542 -1.882
H 0.548 -2.149 0.235
H 0.029 -1.726 -1.353
H -1.944 -0.814 0.625
H -1.695 -2.547 0.779
H -2.244 -1.743 -0.728
H -1.390 3.134 0.712
H -0.842 1.758 0.228
O -0.777 2.716 0.072
*
```

Properties
Energy relative to the best compared isomer or geometry (same formula, charge and spin): 99.3 kJ/mol
SMILES string: CCN(CC)CC.O
DFT total energy: -10034.5533 eV
Lowest unoccupied orbital energy: 0.92 eV

(3)
The following is a quantum chemistry calculation of 2 unconnected molecules or ions with the total composition C6H17NO in a non-equilibrium geometry, from OMol25.

Structure (ORCA input):
```
! wB97M-V def2-TZVPD RIJCOSX def2/J DEFGRID3
* xyz 0 1
C 1.009 -0.829 -0.262
N 0.964 -1.311 1.195
C 1.481 -0.281 2.116
C 0.520 0.846 2.512
C -0.296 -1.088 -1.018
C -0.105 0.315 -3.142
C -0.772 0.171 -1.769
H 1.376 0.197 -0.240
H 1.767 -1.510 -0.651
H -0.037 -1.362 1.328
H 1.808 -0.817 3.009
H 2.321 0.143 1.572
H 0.618 1.728 1.877
H 0.549 0.989 3.589
H -0.538 0.564 2.363
H -1.096 -1.464 -0.364
H -0.109 -1.917 -1.694
H 0.820 0.919 -3.051
H 0.389 -0.557 -3.582
H -0.686 0.832 -3.899
H -0.497 1.057 -1.229
H -1.842 0.112 -1.946
H -2.628 1.780 1.174
H -1.706 0.900 0.381
O -2.236 1.707 0.292
*
```

Properties
Energy relative to the best compared isomer or geometry (same formula, charge and spin): 143.3 kJ/mol
SMILES string: CCCCNCC.O
DFT total energy: -10034.0975 eV
Lowest unoccupied orbital energy: 0.79 eV

(4)
The following is a quantum chemistry calculation of a molecular structure, C6H18AgBrN3O3 in a non-equilibrium geometry, from OMol25.

Structure (ORCA input):
```
! wB97M-V def2-TZVPD RIJCOSX def2/J DEFGRID3
* xyz -1 1
Ag -29.898 0.800 -15.599
C -26.929 -0.467 -14.869
O -27.486 0.318 -15.860
H -26.643 0.071 -13.943
H -27.573 -1.357 -14.729
H -25.941 -0.903 -15.163
Br -29.653 3.609 -16.085
C -31.982 -0.617 -11.712
C -31.599 -0.342 -13.170
C -32.591 0.662 -13.747
O -32.427 0.887 -15.119
C -33.217 1.938 -15.616
N -30.193 0.138 -13.240
H -31.332 -1.405 -11.310
H -32.936 -1.163 -11.659
H -31.970 0.216 -11.013
H -31.649 -1.291 -13.708
H -32.434 1.594 -13.179
H -33.615 0.313 -13.544
H -34.206 1.580 -15.935
H -32.736 2.214 -16.557
H -33.310 2.823 -14.992
H -30.079 1.023 -12.743
H -29.726 -0.489 -12.586
C -31.969 -1.683 -17.091
O -30.880 -1.173 -16.848
N -32.163 -3.016 -16.862
N -33.074 -0.992 -17.509
H -31.362 -3.524 -16.538
H -33.040 -3.486 -16.965
H -32.926 -0.028 -17.742
H -33.890 -1.496 -17.786
*
```

Properties
Energy relative to the best compared isomer or geometry (same formula, charge and spin): 99.3 kJ/mol
DFT total energy: -91169.1406 eV
Lowest unoccupied orbital energy: 2.41 eV

(5)
The following is a quantum chemistry calculation of a molecular structure, C6H18AsBiF11N4OTe in a non-equilibrium geometry, from OMol25.

Structure (ORCA input):
```
! wB97M-V def2-TZVPD RIJCOSX def2/J DEFGRID3
* xyz 2 2
Bi -0.207 0.423 1.164
N -0.185 1.912 -0.792
C 1.203 2.061 -1.255
C 1.931 0.723 -1.175
N 2.016 0.180 0.212
C 3.019 0.933 1.014
C 2.684 1.127 2.495
N 1.386 1.798 2.672
C 2.287 -1.285 0.169
C 2.033 -1.972 1.504
N 0.668 -1.648 1.970
H -0.739 1.334 -1.426
H -0.674 2.798 -0.683
H 1.686 2.832 -0.654
H 1.228 2.404 -2.291
H 2.940 0.835 -1.579
H 1.405 -0.012 -1.785
H 3.141 1.917 0.562
H 3.987 0.430 0.938
H 3.491 1.717 2.937
H 2.645 0.188 3.040
H 1.416 2.779 2.404
H 1.061 1.757 3.636
H 3.320 -1.454 -0.146
H 1.627 -1.711 -0.585
H 2.752 -1.672 2.261
H 2.150 -3.047 1.366
H 0.547 -1.795 2.970
H -0.023 -2.248 1.513
F -2.730 -0.254 -2.187
As -4.908 -0.446 -3.113
F -4.526 0.945 -3.989
F -4.118 -1.386 -4.271
F -6.494 -0.755 -3.495
F -2.198 -2.519 -1.791
F -5.156 0.517 -1.734
F -2.537 0.669 0.013
Te -2.567 -1.215 -0.548
F -4.619 -1.778 -2.010
F -2.289 -2.622 0.636
F -1.763 -0.487 2.139
F -4.165 -1.090 0.314
O -0.725 -0.883 -0.424
*
```

Properties
Energy relative to the best compared isomer or geometry (same formula, charge and spin): 215.3 kJ/mol
DFT total energy: -118370.3877 eV
Lowest unoccupied orbital energy (spin up / spin down): -7.93 / -11.16 eV
⟨S²⟩: 0.76

(6)
The following is a quantum chemistry calculation of a molecular structure, C6H18BF4N4V, from OMol25.

Structure (ORCA input):
```
! wB97M-V def2-TZVPD RIJCOSX def2/J DEFGRID3
* xyz 2 3
V 0.132 0.835 -0.668
N 1.675 1.235 0.717
C 2.189 0.007 1.389
C 0.994 -0.857 1.730
N 0.142 -1.061 0.518
C -1.259 -1.413 0.918
C -2.283 -0.784 -0.007
N -1.906 0.642 -0.199
C 0.755 -2.119 -0.339
C 0.345 -1.965 -1.787
N 0.608 -0.551 -2.191
H 1.317 1.893 1.412
H 2.438 1.745 0.269
H 2.877 -0.486 0.703
H 2.751 0.257 2.288
H 1.306 -1.813 2.158
H 0.390 -0.347 2.482
H -1.389 -2.496 0.964
H -1.421 -1.032 1.927
H -2.310 -1.254 -0.988
H -3.282 -0.872 0.419
H -2.470 1.079 -0.932
H -2.138 1.189 0.632
H 1.839 -2.023 -0.268
H 0.498 -3.111 0.036
H 0.902 -2.657 -2.418
H -0.712 -2.169 -1.940
H 1.593 -0.450 -2.445
H 0.111 -0.329 -3.056
F 0.130 2.349 -1.579
B -0.948 4.166 0.049
F -2.106 3.563 -0.206
F -0.607 5.271 -0.528
F -0.162 3.556 0.941
*
```

Properties
Energy relative to the best compared isomer or geometry (same formula, charge and spin): 26.2 kJ/mol
DFT total energy: -49701.4452 eV
Lowest unoccupied orbital energy (spin up / spin down): -7.88 / -7.24 eV
⟨S²⟩: 2.01